*w*
{
  "formula": "C6H7NO3",
  "method": "wB97M-V/def2-TZVPD",
  "symbols": ["C", "C", "O", "C", "C", "O", "C", "O", "C", "N", "H", "H", "H", "H", "H", "H", "H"],
  "positions_angstrom": [[1.5352, -0.2596, -0.8211], [0.4138, -1.0444, -0.2721], [0.3904, -1.1814, 1.1354], [0.1934, 0.1007, 1.7446], [-0.6775, 0.9556, 0.7939], [-0.8433, 2.1258, 0.8925], [-0.9847, 0.2191, -0.4899], [-0.9688, 0.8776, -1.7034], [-2.1784, -0.5488, -0.3507], [-3.0932, -1.2079, -0.1563], [1.4400, 0.7627, -0.8900], [1.6264, -0.4813, -1.8554], [2.5661, -0.4185, -0.2728], [0.0587, -1.9382, -0.6034], [1.1052, 0.5766, 1.6885], [-0.2403, -0.1544, 2.6804], [-0.3429, 1.6164, -1.5204]],
  "mol_weight_da": 141.13,
  "smiles": "C[C@H]1OCC(=O)[C@]1(O)C#N",
  "homo_lumo_gap_ev": 9.692
}

***

*x*
{
  "formula": "C6H7NO3",
  "method": "wB97M-V/def2-TZVPD",
  "symbols": ["C", "C", "C", "O", "N", "C", "C", "O", "O", "C", "H", "H", "H", "H", "H", "H", "H"],
  "positions_angstrom": [[-1.4232, -0.1566, 0.6144], [-0.0201, 0.3274, 0.8731], [0.3120, 1.5918, -0.0075], [-0.2048, 2.6828, 0.1825], [1.2548, 1.2338, -0.9583], [1.7893, -0.1519, -0.7589], [3.0180, -0.1455, 0.1822], [4.1338, 0.2431, 0.2103], [2.3124, -0.7441, 1.1689], [1.0098, -0.7316, 0.4759], [-2.1946, 0.5115, 0.9926], [-1.5704, -1.1194, 1.1733], [-1.4804, -0.2275, -0.4381], [0.0805, 0.7531, 1.8993], [1.6301, 1.9258, -1.6652], [2.0094, -0.6532, -1.7008], [0.6098, -1.6816, 0.5077]],
  "mol_weight_da": 141.13,
  "smiles": "C[C@@H]1C(=O)N[C@H]2C(=O)O[C@@H]12",
  "homo_lumo_gap_ev": 10.629
}

***

What is the most stable structure shown above? It is *x*.